Entry 1:
A 14-piece molecular cluster, C5H40NO13 overall, computed with the ωB97M-V functional and the def2-TZVPD basis.

E_LUMO (alpha / beta)   0.009 / 0.005 Ha
Multiplicity   2
E   -33939.043 eV
Energy above the lowest of the compared OMol25 structures with the same formula, charge and spin   0.0 kcal per mole
Max |F|   2.82 eV/Å
HOMO-LUMO gap (alpha / beta)   2.460 / 10.614 eV

XYZ file:
```
59
C5H40NO13 (the ωB97M-V functional and the def2-TZVPD basis)
C -0.181 0.018 0.029
C -1.426 -0.799 0.124
C -1.521 -2.051 0.997
C -1.504 -1.813 2.563
C -2.950 -1.557 2.975
N 1.031 -0.829 -0.204
H 0.051 0.646 0.877
H -0.201 0.833 -0.695
H -2.157 -0.076 0.505
H -1.856 -1.140 -0.816
H -2.547 -2.326 0.799
H -0.921 -2.912 0.708
H -1.019 -2.699 2.988
H -0.760 -1.066 2.849
H -3.266 -0.550 2.706
H -2.896 -1.343 4.053
H -3.569 -2.382 2.649
H 1.268 -0.930 -1.194
H 1.878 -0.524 0.284
H 0.835 -1.755 0.179
H 3.210 -0.369 -3.353
H 2.014 -1.163 -3.418
O 2.629 -0.821 -2.727
H -3.034 -4.098 -0.229
H -2.112 -4.588 -1.387
O -2.602 -3.827 -1.044
H -0.505 0.895 -4.006
H 0.664 1.009 -4.984
O -0.168 0.524 -4.845
H -0.379 -0.885 -2.941
H -0.286 -1.546 -4.359
O -0.061 -1.648 -3.437
H 3.107 -1.666 1.718
H 2.092 -2.418 2.615
O 2.270 -2.140 1.708
H 1.192 3.116 -1.232
H 1.503 4.544 -1.909
O 0.835 3.885 -1.706
H -0.579 3.647 0.884
H -1.916 3.078 0.712
O -1.082 2.858 1.132
H 4.734 -0.396 0.042
H 3.703 -0.498 -0.984
O 3.767 -0.340 -0.019
H -1.051 0.471 3.741
H -0.055 1.470 3.022
O -0.159 0.815 3.718
H 2.420 3.056 1.363
H 2.702 1.558 1.562
O 2.280 2.189 0.961
H -1.849 4.364 -1.817
H -0.879 3.241 -1.514
O -1.817 3.476 -1.452
H -2.106 2.017 -2.415
H -2.528 0.950 -3.504
O -1.893 1.135 -2.800
H 1.765 0.602 3.646
H 3.278 0.180 3.720
O 2.609 0.578 3.160
```

=====

Entry 2:
C21H32CeI2LaN2O4S2 as an isolated structure, computed with the ωB97M-V functional and the def2-TZVPD basis.

E_LUMO (alpha / beta)   -0.524 / -0.523 Ha
Multiplicity   2
E   -85086.679 eV
Total charge   +4
Max |F|   9.67 eV/Å
HOMO-LUMO gap (alpha / beta)   3.516 / 3.550 eV

XYZ file:
```
65
C21H32CeI2LaN2O4S2 (the ωB97M-V functional and the def2-TZVPD basis)
I -5.350 2.050 -0.704
I -5.801 1.455 -3.193
Ce -1.192 -0.189 -4.228
La -0.818 -0.003 -0.195
S -2.405 -1.387 -2.231
S -0.649 1.541 -2.345
C 0.710 -1.724 -0.773
C -3.266 -3.152 -2.126
C -0.702 3.565 -2.742
C -3.926 -3.387 -3.482
C -2.196 -4.196 -1.820
C -4.268 -2.971 -0.987
C -1.706 3.776 -3.863
C 0.731 3.898 -3.139
C -1.153 4.214 -1.446
C 0.436 -2.097 -4.143
C 1.213 0.074 -5.069
O 1.497 -2.547 -1.023
O 1.257 -2.913 -4.256
O 2.343 0.093 -5.333
H -3.161 -3.478 -4.269
H -4.581 -2.547 -3.747
H -4.521 -4.317 -3.478
H -1.431 -4.215 -2.607
H -2.636 -5.205 -1.764
H -1.684 -3.999 -0.869
H -3.749 -2.831 -0.028
H -4.936 -3.840 -0.888
H -4.889 -2.082 -1.157
H -1.799 4.851 -4.095
H -2.706 3.404 -3.599
H -1.402 3.273 -4.791
H 0.846 4.972 -3.358
H 1.039 3.331 -4.029
H 1.430 3.639 -2.331
H -1.199 5.309 -1.565
H -0.457 3.998 -0.624
H -2.146 3.852 -1.142
C 3.602 -2.982 4.886
C 2.813 -1.831 5.461
N 2.289 -0.933 4.433
C 1.012 -0.248 4.743
C 1.117 1.224 5.127
C 3.240 -0.276 3.672
O 4.445 -0.338 3.894
C 2.742 0.507 2.482
C 3.443 1.649 2.091
C 2.916 2.468 1.088
C 1.726 2.097 0.467
N 1.100 0.921 0.784
C 1.605 0.115 1.776
H 3.019 -3.507 4.128
H 3.841 -3.683 5.685
H 4.529 -2.622 4.446
H 1.944 -2.201 6.008
H 3.448 -1.258 6.150
H 0.348 -0.356 3.870
H 0.571 -0.825 5.564
H 1.351 1.851 4.259
H 0.142 1.534 5.519
H 1.871 1.372 5.912
H 4.388 1.880 2.586
H 3.417 3.383 0.780
H 1.226 2.690 -0.310
H 1.083 -0.846 1.941
```

=====

Entry 3:
C3H6N2O as an isolated structure, computed with the ωB97M-V functional and the def2-TZVPD basis.

E_LUMO   0.036 Ha
E   -8234.862 eV
Energy above the lowest of the compared OMol25 structures with the same formula, charge and spin   42.3 kcal per mole
Max |F|   0.59 eV/Å
HOMO-LUMO gap   10.706 eV

XYZ file:
```
12
C3H6N2O (the ωB97M-V functional and the def2-TZVPD basis)
N -1.373 -0.870 0.637
C -0.595 -0.042 -0.262
C -0.122 1.399 0.098
O 1.238 1.040 -0.261
C 0.904 -0.284 -0.393
N 1.641 -1.301 -0.447
H -1.747 -1.716 0.212
H -0.824 -1.168 1.438
H -1.100 0.072 -1.218
H -0.439 2.249 -0.528
H -0.210 1.664 1.152
H 2.624 -1.022 -0.427
```

=====

Repeat the second record exactly.
C21H32CeI2LaN2O4S2 as an isolated structure, computed with the ωB97M-V functional and the def2-TZVPD basis.

E_LUMO (alpha / beta)   -0.524 / -0.523 Ha
Multiplicity   2
E   -85086.679 eV
Total charge   +4
Max |F|   9.67 eV/Å
HOMO-LUMO gap (alpha / beta)   3.516 / 3.550 eV

XYZ file:
```
65
C21H32CeI2LaN2O4S2 (the ωB97M-V functional and the def2-TZVPD basis)
I -5.350 2.050 -0.704
I -5.801 1.455 -3.193
Ce -1.192 -0.189 -4.228
La -0.818 -0.003 -0.195
S -2.405 -1.387 -2.231
S -0.649 1.541 -2.345
C 0.710 -1.724 -0.773
C -3.266 -3.152 -2.126
C -0.702 3.565 -2.742
C -3.926 -3.387 -3.482
C -2.196 -4.196 -1.820
C -4.268 -2.971 -0.987
C -1.706 3.776 -3.863
C 0.731 3.898 -3.139
C -1.153 4.214 -1.446
C 0.436 -2.097 -4.143
C 1.213 0.074 -5.069
O 1.497 -2.547 -1.023
O 1.257 -2.913 -4.256
O 2.343 0.093 -5.333
H -3.161 -3.478 -4.269
H -4.581 -2.547 -3.747
H -4.521 -4.317 -3.478
H -1.431 -4.215 -2.607
H -2.636 -5.205 -1.764
H -1.684 -3.999 -0.869
H -3.749 -2.831 -0.028
H -4.936 -3.840 -0.888
H -4.889 -2.082 -1.157
H -1.799 4.851 -4.095
H -2.706 3.404 -3.599
H -1.402 3.273 -4.791
H 0.846 4.972 -3.358
H 1.039 3.331 -4.029
H 1.430 3.639 -2.331
H -1.199 5.309 -1.565
H -0.457 3.998 -0.624
H -2.146 3.852 -1.142
C 3.602 -2.982 4.886
C 2.813 -1.831 5.461
N 2.289 -0.933 4.433
C 1.012 -0.248 4.743
C 1.117 1.224 5.127
C 3.240 -0.276 3.672
O 4.445 -0.338 3.894
C 2.742 0.507 2.482
C 3.443 1.649 2.091
C 2.916 2.468 1.088
C 1.726 2.097 0.467
N 1.100 0.921 0.784
C 1.605 0.115 1.776
H 3.019 -3.507 4.128
H 3.841 -3.683 5.685
H 4.529 -2.622 4.446
H 1.944 -2.201 6.008
H 3.448 -1.258 6.150
H 0.348 -0.356 3.870
H 0.571 -0.825 5.564
H 1.351 1.851 4.259
H 0.142 1.534 5.519
H 1.871 1.372 5.912
H 4.388 1.880 2.586
H 3.417 3.383 0.780
H 1.226 2.690 -0.310
H 1.083 -0.846 1.941
```

=====

- Number 2 is which compound?
  C21H32CeI2LaN2O4S2

=====

- The lowest max |F| belongs to which entry?
  C3H6N2O

=====

What did the third record say?
C3H6N2O as an isolated structure, computed with the ωB97M-V functional and the def2-TZVPD basis.

E_LUMO   0.036 Ha
E   -8234.862 eV
Energy above the lowest of the compared OMol25 structures with the same formula, charge and spin   42.3 kcal per mole
Max |F|   0.59 eV/Å
HOMO-LUMO gap   10.706 eV

XYZ file:
```
12
C3H6N2O (the ωB97M-V functional and the def2-TZVPD basis)
N -1.373 -0.870 0.637
C -0.595 -0.042 -0.262
C -0.122 1.399 0.098
O 1.238 1.040 -0.261
C 0.904 -0.284 -0.393
N 1.641 -1.301 -0.447
H -1.747 -1.716 0.212
H -0.824 -1.168 1.438
H -1.100 0.072 -1.218
H -0.439 2.249 -0.528
H -0.210 1.664 1.152
H 2.624 -1.022 -0.427
```